(1)
Density functional theory data (ωB97M-V with the def2-TZVPD basis set) for a structure of composition C17H27N2O2S6SbSiZr.

Results
Frontier orbital gap (alpha / beta), hartree: 0.194 / 0.245
Charge: -1
Multiplicity: 2

CARTESIAN COORDINATES (ANGSTROEM)
Zr 0.278 -0.589 -0.384
C 1.679 -1.040 4.889
Si 0.766 0.630 4.829
C 1.573 1.802 6.109
C -1.054 0.469 5.373
C 0.723 1.578 3.195
C 0.969 2.925 3.022
C 0.841 3.501 1.756
C 0.510 2.696 0.688
N 0.266 1.385 0.813
C 0.331 0.848 2.060
S -0.068 -0.810 2.190
H 2.125 -1.207 5.866
H 2.466 -1.095 4.141
H 0.994 -1.854 4.680
H 1.658 1.288 7.061
H 0.964 2.687 6.266
H 2.566 2.122 5.810
H -1.137 0.024 6.360
H -1.605 -0.140 4.666
H -1.526 1.447 5.405
H 1.268 3.529 3.866
H 1.011 4.557 1.602
H 0.442 3.108 -0.316
S 0.497 -3.082 -0.187
Sb 2.786 -2.552 0.453
S 2.291 0.325 -1.743
S 2.786 0.041 0.222
S 3.850 -3.250 -1.439
C 0.995 -0.258 -4.799
C 0.907 -1.756 -4.596
S 0.904 -2.228 -2.792
O -0.183 -1.284 -2.325
C 0.078 -3.861 -3.110
C -1.415 -3.744 -2.887
H 0.836 -0.005 -5.848
H 1.964 0.123 -4.483
H 0.217 0.233 -4.213
H 1.756 -2.279 -5.028
H -0.033 -2.124 -5.001
H 0.538 -4.540 -2.395
H 0.326 -4.178 -4.121
H -1.599 -3.257 -1.924
H -1.881 -4.729 -2.874
H -1.887 -3.144 -3.665
O -1.633 -0.241 -0.379
N -2.037 0.578 -1.368
C -1.136 1.397 -2.045
C -1.588 2.295 -2.965
C -2.960 2.432 -3.238
C -3.846 1.579 -2.543
C -3.382 0.679 -1.641
H -0.079 1.254 -1.806
H -0.872 2.909 -3.497
H -3.325 3.179 -3.921
H -4.909 1.626 -2.717
H -4.005 0.006 -1.072

=====

(2)
Density functional theory data (ωB97M-V with the def2-TZVPD basis set) for the molecule C10H12N4S.

Results
Frontier orbital gap, hartree: 0.341
Charge: 0
Structure (SMILES): [H]/N=C(/CCSCc1ccccn1)NC#N

CARTESIAN COORDINATES (ANGSTROEM)
C 1.205 -1.375 -0.942
C 2.332 -0.490 -0.588
C 2.474 0.739 0.425
C 0.097 2.167 1.333
C -0.765 0.966 0.983
C -1.862 1.144 0.096
C -2.600 0.144 -0.105
C -2.409 -0.939 0.744
C -1.259 -1.159 1.472
C -0.916 -0.908 -2.229
H 0.283 -3.025 -1.523
H 3.241 -0.960 -0.172
H 2.727 -0.139 -1.491
H 3.540 1.269 0.345
H 2.437 0.331 1.698
H 0.471 2.224 2.273
H -0.256 3.177 1.079
H -2.172 2.213 -0.213
H -3.537 -0.035 -0.714
H -2.923 -1.825 0.576
H -1.013 -1.940 2.131
H 0.592 0.394 -1.617
N 1.114 -2.671 -0.895
N -0.492 -0.096 1.664
N 0.192 -0.563 -1.403
N -1.919 -0.912 -3.061
S 1.417 2.270 0.134

=====

(3)
Density functional theory data (ωB97M-V with the def2-TZVPD basis set) for a structure of composition C24H22N5O3STi.

Results
Frontier orbital gap (alpha / beta), hartree: 0.165 / 0.267
Charge: -1
Multiplicity: 3

CARTESIAN COORDINATES (ANGSTROEM)
Ti -0.816 0.346 -0.385
O 1.902 -3.683 4.107
C 2.462 -3.675 2.991
O 3.537 -4.092 2.490
C 1.630 -2.876 2.067
C 0.413 -2.408 2.510
C -0.158 -1.369 1.820
N 0.320 -0.968 0.608
C 1.427 -1.542 0.049
C 2.118 -2.499 0.749
C 1.723 -1.000 -1.226
C 2.940 -1.375 -1.888
C 3.223 -0.858 -3.135
C 2.282 0.025 -3.679
C 1.147 0.375 -2.960
N 0.875 -0.097 -1.781
C -1.211 -0.577 2.368
C -1.553 -0.658 3.691
C -2.628 0.055 4.198
C -3.242 0.906 3.268
C -2.817 1.028 1.931
N -1.797 0.322 1.454
H -0.102 -2.760 3.430
H 2.981 -2.994 0.370
H 3.571 -2.202 -1.445
H 4.245 -0.931 -3.516
H 2.409 0.396 -4.750
H 0.436 1.058 -3.349
H -1.073 -1.399 4.314
H -3.094 -0.119 5.195
H -3.975 1.631 3.633
H -3.315 1.676 1.245
C -3.505 -2.538 -1.228
C -2.655 -1.663 -2.103
C -1.735 -2.561 -2.851
O -1.844 -0.719 -1.367
H -3.944 -3.309 -1.841
H -4.403 -2.019 -0.807
H -2.956 -3.000 -0.416
H -3.342 -1.093 -2.771
H -0.985 -3.045 -2.180
H -1.141 -2.025 -3.573
H -2.217 -3.385 -3.421
C 1.547 6.193 -0.515
C 1.213 4.784 -0.195
C 2.036 3.894 0.496
C 1.504 2.676 0.818
N 0.346 2.200 0.292
C -0.265 3.066 -0.593
S -1.558 2.410 -1.590
N 0.102 4.318 -0.793
H 1.834 6.274 -1.599
H 2.309 6.751 0.105
H 0.713 6.884 -0.416
H 3.052 4.195 0.742
H 2.036 1.976 1.432

=====

(4)
Density functional theory data (ωB97M-V with the def2-TZVPD basis set) for the molecule C4H7NO.

Results
Frontier orbital gap, hartree: 0.379
Charge: 0
Structure (SMILES): C1NC[C@H]2O[C@@H]12

CARTESIAN COORDINATES (ANGSTROEM)
C 0.472 1.164 -0.003
C 0.503 -1.125 0.009
C -0.875 -0.714 -0.158
C -0.976 0.685 -0.171
H 0.534 2.104 0.622
H 0.831 1.347 -1.107
H 1.069 0.056 1.621
H 0.800 -2.131 0.373
H 0.931 -1.272 -1.050
H -1.367 -1.343 -1.008
H -1.683 1.347 -0.670
N 1.205 0.007 0.583
O -1.445 -0.125 0.959

=====

(5)
Density functional theory data (ωB97M-V with the def2-TZVPD basis set) for a structure of composition C19H23Cl2NRuS.

Results
Frontier orbital gap (alpha / beta), hartree: 0.152 / 0.271
Charge: -1
Multiplicity: 6

CARTESIAN COORDINATES (ANGSTROEM)
Ru 0.151 0.871 -0.378
Cl 0.606 2.949 -1.273
Cl 1.434 1.491 1.386
C 2.084 -0.103 -1.996
H 2.346 -0.838 -1.238
H 2.667 0.816 -1.994
C -0.138 0.075 -2.435
C 1.323 -0.471 -3.140
H -0.683 -0.855 -2.168
C 1.692 0.211 -4.439
H 1.207 -1.578 -3.196
C 1.213 1.661 -4.459
H 2.781 0.149 -4.554
H 1.215 -0.343 -5.244
C -0.315 1.744 -4.446
H 1.613 2.206 -3.594
H 1.591 2.147 -5.371
C -0.986 1.010 -3.253
H -0.623 2.801 -4.433
H -0.709 1.308 -5.378
H -1.411 1.760 -2.578
H -1.841 0.441 -3.652
N -0.105 -0.903 0.184
S -1.316 -1.369 1.265
C -0.301 -2.153 2.502
C 0.905 -1.593 2.916
C 1.706 -2.297 3.820
C 1.286 -3.525 4.323
C 0.054 -4.078 3.925
C -0.742 -3.393 2.998
C -1.631 0.238 1.931
C -1.862 1.272 1.026
C -2.161 2.566 1.517
C -2.142 2.788 2.886
C -1.841 1.764 3.781
C -1.610 0.471 3.306
H 0.501 -1.690 -0.034
H 1.202 -0.621 2.527
H 2.667 -1.865 4.124
H 1.910 -4.068 5.032
H -0.283 -5.030 4.322
H -1.688 -3.792 2.646
H -1.853 1.084 -0.070
H -2.382 3.349 0.801
H -2.361 3.796 3.271
H -1.788 1.952 4.852
H -1.385 -0.354 3.982

=====

(6)
Density functional theory data (ωB97M-V with the def2-TZVPD basis set) for a structure of composition C35H27BrF5IN4O6OsPS2Se.

Results
Frontier orbital gap (alpha / beta), hartree: 0.241 / 0.244
Charge: 0
Multiplicity: 2

CARTESIAN COORDINATES (ANGSTROEM)
Os -0.261 -1.077 0.060
C -2.781 -3.876 -4.681
C -1.350 -3.538 -4.302
O -1.012 -3.908 -2.959
P -1.717 -3.312 -1.669
S -0.483 -3.649 -0.107
S -2.181 -1.357 -1.881
O -3.029 -4.223 -1.609
C -4.061 -4.029 -0.641
C -3.709 -4.651 0.697
H -2.929 -3.659 -5.737
H -3.474 -3.279 -4.090
H -2.990 -4.930 -4.504
H -1.167 -2.464 -4.428
H -0.641 -4.104 -4.913
H -4.942 -4.506 -1.077
H -4.251 -2.957 -0.533
H -3.448 -5.701 0.581
H -4.562 -4.566 1.365
H -2.864 -4.128 1.137
O 1.844 -1.507 -1.145
C 2.560 -1.067 -0.221
O 2.053 -0.522 0.799
C 4.052 -1.147 -0.335
C 4.631 -1.747 -1.451
C 6.009 -1.808 -1.576
C 6.823 -1.283 -0.587
C 6.239 -0.684 0.524
C 4.858 -0.612 0.662
N 7.085 -0.129 1.557
O 6.555 0.559 2.402
O 8.270 -0.384 1.517
H 3.988 -2.163 -2.212
H 6.454 -2.265 -2.447
H 7.901 -1.317 -0.659
H 4.412 -0.158 1.534
Br -2.607 -2.495 3.595
C -1.328 -3.467 4.586
C -1.774 -4.380 5.528
C -0.856 -5.112 6.258
C 0.501 -4.916 6.053
C 0.938 -3.994 5.118
C 0.026 -3.262 4.369
I 0.756 -1.894 2.882
H -2.836 -4.511 5.676
H -1.209 -5.827 6.984
H 1.220 -5.485 6.620
H 1.991 -3.828 4.959
F -6.299 0.464 4.876
C -5.291 0.549 4.003
C -5.259 -0.285 2.889
F -6.248 -1.162 2.688
C -4.189 -0.206 2.006
F -4.156 -1.025 0.948
C -3.132 0.680 2.206
Se -1.646 0.850 1.018
C -3.213 1.531 3.311
F -2.231 2.418 3.507
C -4.268 1.472 4.209
F -4.309 2.284 5.271
N 1.291 6.065 -1.602
C 1.272 7.227 -2.318
C 1.451 8.555 -1.963
C 1.373 9.487 -2.977
C 1.099 9.113 -4.297
C 0.903 7.798 -4.658
C 1.001 6.834 -3.654
N 0.858 5.479 -3.710
C 1.037 5.044 -2.488
C 0.924 3.668 -2.056
C 1.329 3.261 -0.782
C 1.048 1.976 -0.369
N 0.423 1.083 -1.136
C 0.105 1.441 -2.377
C 0.336 2.706 -2.883
H 1.407 5.987 -0.605
H 1.636 8.851 -0.942
H 1.523 10.532 -2.748
H 1.037 9.886 -5.048
H 0.672 7.516 -5.673
H 1.847 3.926 -0.108
H 1.315 1.651 0.628
H -0.390 0.690 -2.975
H 0.041 2.973 -3.886

=====

(7)
Density functional theory data (ωB97M-V with the def2-TZVPD basis set) for a structure of composition C17H19INO9PdS.

Results
Frontier orbital gap, hartree: 0.285
Charge: -1

CARTESIAN COORDINATES (ANGSTROEM)
Pd -0.013 0.140 -0.147
O 2.440 -2.363 1.759
C 1.909 -1.323 1.400
O 1.335 -1.214 0.237
C 2.021 -0.108 2.327
C 2.454 1.223 1.675
C 3.137 2.082 2.750
C 1.916 2.528 3.599
C 0.765 1.859 2.835
O 1.219 1.940 1.482
C 0.752 0.341 3.117
C -0.607 -0.258 2.768
O -1.337 -0.610 3.685
O -0.988 -0.299 1.530
H 2.780 -0.424 3.039
H 2.974 1.138 0.729
H 3.640 2.934 2.294
H 3.871 1.513 3.320
H 1.798 3.612 3.581
H 1.965 2.206 4.640
H -0.205 2.341 2.935
H 0.870 0.152 4.181
C -2.179 6.174 -2.824
C -1.213 5.019 -2.759
C -0.403 4.826 -1.647
C 0.463 3.741 -1.567
C 0.528 2.840 -2.617
C -0.271 3.017 -3.742
C -1.134 4.099 -3.806
S 1.586 1.415 -2.484
O 2.483 1.711 -1.395
O 2.164 1.226 -3.790
O 0.631 0.297 -2.160
H -1.917 6.948 -2.103
H -3.201 5.851 -2.603
H -2.193 6.626 -3.818
H -0.452 5.530 -0.823
H 1.074 3.568 -0.690
H -0.194 2.312 -4.562
H -1.749 4.244 -4.689
N -2.238 0.300 -2.377
C -2.289 1.339 -1.552
O -1.533 1.525 -0.603
C -3.350 2.401 -1.821
I -5.252 1.749 -1.104
H -1.487 -0.365 -2.253
H -2.873 0.205 -3.147
H -3.485 2.592 -2.880
H -3.095 3.295 -1.267

=====

(8)
Density functional theory data (ωB97M-V with the def2-TZVPD basis set) for a cluster of 4 separate species, C24H54F6N3P in total.

Results
Frontier orbital gap, hartree: 0.440
Charge: +2

CARTESIAN COORDINATES (ANGSTROEM)
C 21.711 -6.713 16.600
C 20.275 -7.044 16.858
C 19.861 -8.408 16.228
N 18.396 -8.764 16.446
C 17.494 -7.576 16.002
C 18.359 -9.041 17.951
C 17.247 -10.109 18.149
C 17.037 -10.762 16.822
C 17.891 -10.113 15.811
H 22.419 -7.457 16.965
H 22.069 -5.810 17.094
H 21.948 -6.494 15.558
H 19.750 -6.168 16.478
H 20.306 -7.196 17.937
H 20.453 -9.258 16.568
H 19.835 -8.354 15.140
H 16.538 -8.012 15.713
H 17.909 -6.956 15.207
H 17.248 -7.020 16.907
H 18.300 -8.046 18.394
H 19.326 -9.458 18.233
H 16.300 -9.649 18.432
H 17.566 -10.743 18.976
H 16.020 -10.488 16.542
H 17.226 -11.835 16.869
H 17.582 -9.906 14.787
H 18.766 -10.754 15.711
C 23.626 -8.775 13.680
C 23.340 -9.658 12.482
C 21.879 -10.165 12.571
N 21.321 -10.773 11.311
C 21.670 -9.954 10.067
C 19.777 -10.811 11.514
C 19.365 -12.112 12.046
C 20.647 -12.916 12.046
C 21.643 -12.282 11.099
H 23.620 -9.172 14.695
H 22.976 -7.908 13.562
H 24.628 -8.351 13.610
H 23.989 -10.533 12.537
H 23.534 -9.135 11.546
H 21.229 -9.294 12.655
H 21.739 -10.680 13.522
H 22.732 -10.053 9.842
H 21.538 -8.974 10.525
H 21.095 -10.311 9.213
H 19.402 -10.612 10.510
H 19.313 -9.912 11.921
H 18.623 -12.553 11.380
H 18.902 -12.170 13.032
H 20.506 -13.955 11.747
H 21.183 -12.911 12.996
H 21.392 -12.543 10.071
H 22.612 -12.525 11.537
C 20.932 -6.897 8.002
C 19.809 -6.553 7.166
C 19.762 -4.991 7.337
N 18.572 -4.152 6.721
C 18.604 -4.478 5.193
C 18.599 -2.644 7.125
C 17.214 -2.179 7.684
C 16.312 -3.385 7.296
C 17.277 -4.612 7.282
H 20.852 -6.397 8.967
H 21.847 -6.631 7.472
H 20.832 -7.930 8.335
H 18.903 -6.951 7.623
H 20.022 -6.756 6.117
H 20.668 -4.474 7.020
H 19.714 -4.645 8.370
H 18.191 -5.457 4.952
H 19.664 -4.564 4.954
H 18.070 -3.685 4.669
H 18.857 -2.127 6.201
H 19.332 -2.488 7.917
H 16.842 -1.221 7.321
H 17.374 -2.163 8.762
H 15.765 -3.280 6.359
H 15.443 -3.574 7.926
H 17.003 -5.407 6.588
H 17.225 -5.058 8.276
P 18.666 -6.549 11.673
F 20.001 -6.964 12.558
F 19.386 -5.237 10.907
F 19.082 -7.554 10.406
F 17.197 -6.285 11.112
F 18.047 -7.851 12.499
F 18.096 -5.584 12.791

=====

(9)
Density functional theory data (ωB97M-V with the def2-TZVPD basis set) for a structure of composition C14H6N2O10W.

Results
Frontier orbital gap, hartree: 0.303
Charge: +2

CARTESIAN COORDINATES (ANGSTROEM)
W -0.464 0.804 0.000
O 3.746 0.863 4.297
C 2.942 0.976 3.285
C 3.252 0.534 1.971
C 2.313 0.699 1.000
N 1.121 1.284 1.240
C 0.798 1.670 2.502
C 1.665 1.544 3.538
C -0.652 2.124 2.574
O -1.180 2.658 3.472
O -1.249 1.766 1.374
C 2.363 0.164 -0.423
O 3.312 -0.223 -0.995
O 1.083 0.186 -0.921
H 4.612 0.473 4.104
H 4.195 0.054 1.738
H 1.395 1.841 4.544
O -2.620 -2.812 -4.297
C -2.317 -2.059 -3.285
C -2.089 -2.548 -1.971
C -1.762 -1.653 -1.000
N -1.673 -0.328 -1.240
C -1.845 0.144 -2.502
C -2.170 -0.669 -3.538
C -1.513 1.627 -2.574
O -1.711 2.351 -3.472
O -0.905 1.965 -1.374
C -1.324 -1.964 0.423
O -1.463 -2.980 0.995
O -0.703 -0.845 0.921
H -2.716 -3.756 -4.105
H -2.145 -3.605 -1.738
H -2.293 -0.287 -4.544

=====

(10)
Density functional theory data (ωB97M-V with the def2-TZVPD basis set) for the molecule C4H9NOS.

Results
Frontier orbital gap, hartree: 0.283
Charge: 0
Structure (SMILES): C=CN=S(C)(C)=O

CARTESIAN COORDINATES (ANGSTROEM)
C -3.245 0.341 0.060
C -1.927 0.391 -0.054
C 1.772 -0.258 -1.551
C 1.573 -0.688 1.389
N -0.988 -0.602 -0.198
O 0.864 1.631 0.105
S 0.765 0.206 -0.051
H -3.740 1.261 0.323
H -3.923 -0.497 0.252
H -1.444 1.407 -0.129
H 2.482 0.518 -1.576
H 2.208 -1.200 -1.418
H 0.915 -0.279 -2.241
H 0.962 -1.534 1.450
H 2.552 -0.640 1.539
H 1.173 -0.057 2.100

=====

(11)
Density functional theory data (ωB97M-V with the def2-TZVPD basis set) for a structure of composition C4H5O2S.

Results
Frontier orbital gap, hartree: 0.273
Charge: -1

CARTESIAN COORDINATES (ANGSTROEM)
C 1.666 0.572 0.005
C -1.105 0.365 0.784
C -1.120 0.183 -0.707
C 0.010 -0.379 0.106
O 1.509 1.768 0.108
O 2.604 -0.169 -0.054
S 0.256 -2.104 0.100
H -0.968 1.410 1.053
H -1.966 -0.051 1.362
H -1.751 -0.501 -1.224
H -0.750 1.011 -1.196
H 1.614 -2.106 -0.336

=====

(12)
Density functional theory data (ωB97M-V with the def2-TZVPD basis set) for a cluster of 2 separate species, C4H4O2 in total.

Results
Frontier orbital gap, hartree: 0.296
Charge: 0
Structure (SMILES): O=C=C=O.C=C

CARTESIAN COORDINATES (ANGSTROEM)
C -0.054 -1.254 0.558
C 0.241 -0.507 1.684
C -0.300 1.209 -0.357
C 0.207 0.218 -1.160
O -0.987 -1.970 0.246
O 1.041 -0.524 2.566
H -1.366 1.386 -0.449
H 0.285 1.880 0.091
H 1.218 -0.005 -1.181
H -0.284 -0.433 -1.999